19
Properties=species:S:1:pos:R:3 method="wB97M-V/def2-TZVPD" e_homo_ev=-8.53 e_lumo_ha=0.034 gap_ev=9.45 e_above_lowest_kj_mol=248.2 energy_ha=-310.9647
C -1.814 0.155 -1.082
C -0.511 0.355 -0.307
C 0.301 1.502 -0.911
C 0.289 -0.956 -0.271
C 1.451 -0.974 0.749
C 0.817 -1.270 2.082
O 0.599 -0.104 2.670
H -2.426 -0.635 -0.633
H -2.409 1.076 -1.099
H -1.609 -0.129 -2.123
H -0.767 0.629 0.725
H -0.293 2.423 -0.948
H 0.607 1.261 -1.938
H 1.207 1.717 -0.333
H 0.683 -1.164 -1.275
H 2.135 -1.792 0.498
H 2.005 -0.025 0.729
H -0.389 -1.786 -0.028
H 0.122 -0.282 3.494